{"formula": "C4H11PS", "method": "ωB97M-V with the def2-TZVPD basis set", "max_force_ev_per_a": 3.983, "de_lowest_kj_mol": 218.2, "spin_multiplicity": 1, "homo_energy_ev": -8.930, "e_lumo_ev": 1.0, "smiles": "C=CP.CCS", "homo_lumo_gap_ev": 10.0, "symbols": ["C", "C", "C", "C", "P", "S", "H", "H", "H", "H", "H", "H", "H", "H", "H", "H", "H"], "positions_angstrom": [[-3.27655, 1.32902, -0.43486], [4.42862, -1.08653, 0.07421], [-2.04802, 1.35116, 0.48011], [3.15274, -1.18887, -0.12718], [2.13647, -2.65734, -0.59775], [-1.09795, -0.29900, 0.56490], [-4.17687, 1.07052, 0.06159], [-3.48388, 2.40577, -0.80661], [-2.96929, 0.66512, -1.14598], [-2.02231, -0.95341, -0.09496], [4.79564, -0.16277, 0.40556], [5.12989, -1.83298, -0.18315], [-2.32289, 1.62130, 1.55257], [-1.27442, 2.17299, 0.14421], [2.48736, -0.36387, 0.10220], [3.16010, -3.54936, -1.17609], [1.66008, -2.13740, -1.77317]]}

{"formula": "C9H19BClFN6O8P", "method": "ωB97M-V with the def2-TZVPD basis set", "max_force_ev_per_a": 4.300, "spin_multiplicity": 1, "homo_energy_ev": -11.129, "total_charge": 1, "e_lumo_ev": -4.6, "homo_lumo_gap_ev": 6.5, "symbols": ["N", "P", "O", "O", "N", "C", "B", "O", "O", "C", "N", "C", "Cl", "N", "C", "O", "N", "C", "O", "F", "N", "H", "H", "H", "H", "H", "H", "H", "H", "H", "C", "O", "C", "C", "O", "C", "H", "H", "H", "H", "H", "H", "H", "H", "H", "H"], "positions_angstrom": [[-1.49164, -3.85140, -3.17165], [-0.46592, -2.90788, -2.48229], [0.73661, -3.89622, -1.88168], [-1.18334, -2.13869, -1.20053], [0.18779, -1.67533, -3.54589], [-0.40522, -1.28214, -4.85866], [-1.63825, -0.25422, -4.55339], [-1.96023, 0.07182, -3.21671], [-2.37827, 0.26342, -5.62561], [1.28939, -1.03126, -3.17814], [1.99898, -0.05909, -3.85289], [3.09043, 0.35668, -3.18855], [4.29699, 1.49902, -3.62483], [3.06632, -0.34612, -2.00885], [3.94173, -0.33416, -0.83271], [5.07012, -0.59767, -0.86552], [3.28767, -0.00445, 0.45065], [2.45158, 1.14941, 0.23418], [2.87180, 2.06756, -0.34011], [1.19964, 1.11539, 0.75804], [2.01208, -1.17718, -2.00888], [-1.58127, -3.58623, -4.15437], [0.76886, -3.66070, -0.92928], [-0.76418, -1.26671, -1.07050], [-0.76104, -2.16174, -5.44826], [0.29931, -0.72691, -5.51814], [-1.40301, 0.80352, -2.90157], [-3.13525, -0.35154, -5.71405], [2.66769, -0.79247, 0.69207], [1.86103, -1.76116, -1.19415], [-0.42229, 1.78658, 3.02521], [-1.26059, 0.76631, 3.53906], [-0.90138, 0.37926, 4.86374], [-1.85312, 0.96754, 5.88887], [-1.70799, 2.37910, 5.97701], [-2.75496, 3.07726, 5.32015], [-0.85585, 2.14358, 2.09035], [-0.34230, 2.62901, 3.71648], [0.57084, 1.38324, 2.82060], [0.13233, 0.66198, 5.08559], [-0.96931, -0.71230, 4.90558], [-1.60459, 0.55901, 6.87313], [-2.88802, 0.69241, 5.66070], [-3.68955, 2.96485, 5.87806], [-2.89276, 2.72448, 4.29488], [-2.49086, 4.13414, 5.29287]]}

{"formula": "C31H52BrN4P3Sn", "method": "ωB97M-V with the def2-TZVPD basis set", "max_force_ev_per_a": 1.568, "de_lowest_kj_mol": 0.0, "spin_multiplicity": 1, "homo_energy_ev": -12.800, "total_charge": 2, "e_lumo_ev": -5.9, "homo_lumo_gap_ev": 6.9, "symbols": ["N", "C", "C", "C", "C", "C", "C", "Sn", "P", "C", "C", "C", "C", "C", "C", "C", "Br", "H", "H", "H", "H", "H", "H", "H", "H", "H", "H", "P", "C", "C", "H", "H", "H", "H", "H", "C", "C", "H", "H", "H", "H", "H", "C", "C", "H", "H", "H", "H", "H", "C", "C", "H", "H", "H", "H", "H", "C", "C", "H", "H", "H", "H", "H", "C", "C", "H", "H", "H", "H", "H", "C", "N", "C", "N", "C", "N", "C", "P", "C", "C", "H", "H", "H", "H", "H", "H", "H", "H", "H", "H", "H", "H"], "positions_angstrom": [[4.74076, -1.07970, 3.11782], [4.08879, -2.18826, 2.75560], [3.51901, -2.33837, 1.48105], [3.61419, -1.26236, 0.56388], [4.45311, -0.17775, 0.91104], [4.95270, -0.12005, 2.22249], [2.84568, -1.28276, -0.66465], [-0.29612, 0.10776, -0.05954], [-2.15949, 0.46671, -1.81178], [2.77407, -0.23862, -1.53300], [2.10288, -0.29255, -2.82620], [2.20263, 0.81806, -3.69335], [1.56626, 0.83432, -4.93074], [0.72174, -0.23550, -5.26863], [0.67650, -1.39565, -4.48456], [1.35781, -1.41689, -3.26036], [-0.39996, -0.08883, -6.83744], [2.30340, -2.21079, -0.87371], [3.23889, 0.72414, -1.28720], [3.02360, -3.26526, 1.19903], [4.73378, 0.58272, 0.18870], [4.00793, -2.99032, 3.50036], [5.54299, 0.74363, 2.54274], [2.81881, 1.66689, -3.37742], [1.30961, -2.31422, -2.64226], [1.69864, 1.66491, -5.61880], [0.11961, -2.26450, -4.82812], [0.07745, 2.29075, 1.45577], [-2.54877, -1.17810, -2.53437], [-3.07408, -1.21170, -3.97365], [-3.26405, -1.66692, -1.85001], [-1.61211, -1.75768, -2.46106], [-3.36031, -2.23985, -4.23642], [-3.97015, -0.58930, -4.10836], [-2.31691, -0.89934, -4.70818], [-1.58202, 1.50182, -3.20984], [-2.67462, 2.18620, -4.02950], [-0.94642, 0.87264, -3.85325], [-0.90948, 2.25931, -2.77454], [-2.21228, 2.76327, -4.84100], [-3.36443, 1.47431, -4.50102], [-3.25858, 2.88854, -3.42224], [-3.66332, 1.21990, -1.07693], [-5.01639, 0.84788, -1.68647], [-3.52420, 2.31303, -1.11919], [-3.63613, 0.94582, -0.00831], [-5.81343, 1.35030, -1.12229], [-5.10765, 1.17880, -2.72963], [-5.21797, -0.22961, -1.64211], [-1.06456, 2.64616, 2.84987], [-2.55132, 2.57158, 2.51525], [-0.80427, 3.65611, 3.20523], [-0.80827, 1.94032, 3.65432], [-3.13846, 2.79733, 3.41517], [-2.82953, 3.30534, 1.74947], [-2.85091, 1.57254, 2.17248], [-0.00572, 3.83155, 0.45338], [0.96469, 3.85017, -0.72928], [0.22328, 4.65801, 1.14730], [-1.04988, 3.96061, 0.12244], [0.75965, 4.71943, -1.36838], [2.00139, 3.93485, -0.37756], [0.88539, 2.94839, -1.35351], [1.72350, 2.50150, 2.25812], [2.00454, 1.60822, 3.46142], [1.78820, 3.56141, 2.55352], [2.47524, 2.33433, 1.47276], [3.04194, 1.75111, 3.78938], [1.35563, 1.85301, 4.31081], [1.88704, 0.54355, 3.22313], [-3.61238, -3.51885, 2.97984], [-2.84003, -3.98809, 1.80493], [-1.62375, -4.67610, 2.28767], [-0.78208, -3.81633, 3.14800], [-1.60588, -3.34743, 4.28703], [-2.82077, -2.62219, 3.84782], [-2.50557, -1.35441, 3.18820], [-1.45778, -1.61196, 1.64391], [-2.54741, -2.91564, 0.85997], [-0.15254, -2.71724, 2.41774], [-3.89170, -4.40569, 3.57286], [-4.50151, -2.98475, 2.63286], [-1.03728, -5.02395, 1.43032], [-1.95543, -5.52972, 2.90045], [-0.99353, -2.69278, 4.91560], [-1.92793, -4.24080, 4.85019], [-3.43783, -0.84451, 2.90695], [-1.96854, -0.69358, 3.88212], [-2.05417, -3.31021, -0.03956], [-3.48281, -2.43893, 0.53159], [0.47539, -2.10939, 3.08783], [0.50503, -3.11305, 1.63182]]}